Entry 1:
The following is a quantum chemistry calculation of a molecular structure, C60H45F4GeNP3PdS, from the OMol25 dataset.

Results
Frontier orbital gap (alpha / beta): 5.4 / 5.4 eV
Charge: +1
Highest occupied orbital energy (alpha / beta): -9.98 / -9.98 eV
Spin multiplicity: 1

Structure (XYZ):
```
116
C60H45F4GeNP3PdS wB97M-V/def2-TZVPD
Pd 0.04343 -0.06176 -0.01251
F -2.03037 -0.06196 -1.09731
Ge -1.96987 0.05494 1.26589
C -1.46207 0.29484 3.21179
C -2.36927 0.33464 4.25999
C -1.92197 0.27424 5.56849
C -0.57277 0.11374 5.84499
C 0.34123 0.09174 4.81019
C -0.10407 0.23904 3.50069
P 1.05093 0.24054 2.09619
C 2.16913 1.67974 2.24629
C 2.61863 2.31984 1.09419
C 3.51983 3.36494 1.18229
C 3.95573 3.80144 2.42129
C 3.48533 3.19154 3.57219
C 2.59653 2.13494 3.49179
C 2.01993 -1.22686 2.52539
C 1.27933 -2.38006 2.78519
C 1.92433 -3.53096 3.18859
C 3.30683 -3.54306 3.29649
C 4.04333 -2.40556 3.01109
C 3.40523 -1.23726 2.63079
C -2.98007 1.70954 0.84219
C -4.22607 2.01034 1.37289
C -4.79947 3.24914 1.14449
C -4.13477 4.20254 0.38899
C -2.89467 3.91254 -0.14921
C -2.32267 2.66184 0.07189
P -0.70917 2.30684 -0.70651
C 0.16193 3.80354 -0.14181
C 0.83953 4.70374 -0.94941
C 1.52983 5.75494 -0.37001
C 1.53873 5.91684 1.00539
C 0.83673 5.03464 1.81239
C 0.16433 3.97434 1.24319
C -1.09557 2.54064 -2.46621
C -0.06427 2.66414 -3.39591
C -0.35337 2.81664 -4.74001
C -1.67147 2.81794 -5.16981
C -2.69687 2.64474 -4.25311
C -2.41537 2.49104 -2.90791
C -2.82377 -1.74556 1.12339
C -4.01837 -2.01606 1.77389
C -4.64937 -3.23676 1.61079
C -4.08807 -4.20026 0.78459
C -2.88647 -3.95136 0.14419
C -2.24527 -2.72636 0.32329
P -0.69897 -2.38496 -0.57151
C 0.45063 -3.73096 -0.13951
C 0.18113 -4.75066 0.76669
C 1.15203 -5.70166 1.03309
C 2.39263 -5.64286 0.41949
C 2.66903 -4.62036 -0.47211
C 1.70783 -3.66746 -0.73791
C -1.21927 -2.77276 -2.27651
C -0.33007 -3.28336 -3.21811
C -0.75047 -3.52376 -4.51221
C -2.05777 -3.26156 -4.88361
C -2.94407 -2.74206 -3.95431
C -2.52867 -2.48346 -2.66141
H -3.42587 0.41144 4.05079
H -2.63297 0.31414 6.37679
H -0.23507 -0.00006 6.86339
H 1.38643 -0.09256 5.00919
H 2.25943 2.00054 0.12349
H 3.87023 3.84954 0.28539
H 4.64943 4.62664 2.49059
H 3.81453 3.52934 4.54419
H 2.23903 1.67414 4.39889
H 0.19633 -2.35626 2.68339
H 1.35533 -4.41796 3.42239
H 3.80983 -4.44626 3.60959
H 5.11973 -2.42416 3.09469
H 3.97303 -0.34116 2.42429
H -4.75747 1.26874 1.95269
H -5.77007 3.47344 1.56139
H -4.59007 5.16344 0.20529
H -2.37337 4.65244 -0.74171
H 0.80893 4.59964 -2.02391
H 2.06353 6.44714 -1.00291
H 2.07833 6.73824 1.45229
H 0.82823 5.16444 2.88439
H -0.38027 3.26744 1.86549
H 0.96503 2.62734 -3.06161
H 0.45073 2.92394 -5.45251
H -1.90267 2.92634 -6.21971
H -3.72327 2.60834 -4.58871
H -3.22047 2.31644 -2.20941
H -4.45807 -1.25686 2.40289
H -5.58467 -3.43196 2.11719
H -4.59957 -5.13826 0.63049
H -2.45847 -4.69486 -0.51551
H -0.77507 -4.79486 1.27129
H 0.93813 -6.49206 1.73709
H 3.14333 -6.38516 0.64179
H 3.63143 -4.55186 -0.95401
H 1.94233 -2.84756 -1.40171
H 0.69063 -3.50626 -2.94771
H -0.04697 -3.90596 -5.23611
H -2.36947 -3.46786 -5.89611
H -3.96407 -2.52656 -4.23491
H -3.22347 -2.05136 -1.95651
F 4.77213 -1.36586 -2.41191
C 4.34333 -0.24176 -3.00871
F 5.05033 -0.11566 -4.13591
F 4.71133 0.77274 -2.20701
C 2.86493 -0.26356 -3.26451
C 2.34423 -0.25726 -4.54521
C 0.96583 -0.29406 -4.72001
C 0.15813 -0.27986 -3.59691
N 0.65093 -0.27556 -2.36931
C 1.97443 -0.30356 -2.17951
S 2.46943 -0.45456 -0.54151
H 3.01793 -0.23216 -5.38741
H 0.52573 -0.31636 -5.70241
H -0.92057 -0.28856 -3.66311
```

Entry 2:
The following is a quantum chemistry calculation of a molecular structure, C60H46N5O4RhS, from the OMol25 dataset.

Results
Frontier orbital gap (alpha / beta): 4.2 / 4.2 eV
Charge: -2
Highest occupied orbital energy (alpha / beta): -0.47 / -0.47 eV
Spin multiplicity: 1

Structure (XYZ):
```
117
C60H46N5O4RhS wB97M-V/def2-TZVPD
Rh 0.51186 -0.48106 -0.32234
C -4.51392 -8.32181 -3.75335
O -3.70587 -7.48551 -4.54093
C -3.06228 -6.45919 -3.88783
C -2.31170 -5.59771 -4.67632
C -1.63251 -4.53686 -4.10417
C -1.67161 -4.30193 -2.72835
C -2.43776 -5.17855 -1.95765
C -3.12338 -6.24754 -2.51761
C -0.98166 -3.16708 -2.07233
C -1.43474 -1.85996 -2.36183
C -2.46310 -1.52101 -3.26496
C -2.81484 -0.20781 -2.99066
C -1.98560 0.19382 -1.94198
N -1.12814 -0.77401 -1.57907
C -1.55653 2.59381 -1.58546
C -0.13556 2.72525 -1.07576
C 0.68725 3.82390 -1.36503
C 1.82315 3.66308 -0.59858
C 1.65824 2.45171 0.10460
C 2.55008 2.01478 1.11276
C 3.49293 3.01276 1.66000
C 3.04791 4.24254 2.14600
C 3.91153 5.15717 2.73207
C 5.26466 4.86491 2.82660
O 6.19003 5.69950 3.41079
C 5.68354 6.78310 4.14689
C 5.74283 3.67107 2.30327
C 4.86899 2.76266 1.73588
C 2.58346 0.73740 1.64396
N 1.94387 -0.37707 1.14965
C 2.38445 -1.42996 1.89047
C 2.17087 -2.78478 1.62096
C 2.92388 -3.78555 2.42677
C 4.00540 -4.47278 1.86857
C 4.69194 -5.43657 2.58494
C 4.32056 -5.73168 3.89126
O 5.07407 -6.68670 4.54251
C 4.43617 -7.36953 5.59336
C 3.26123 -5.05364 4.47192
C 2.57299 -4.09395 3.73595
C 1.36630 -3.27831 0.59458
C 1.23895 -4.67856 0.28237
C 0.36835 -4.77892 -0.74841
C -0.07818 -3.44748 -1.05843
N 0.55655 -2.54832 -0.22480
C 3.24128 -0.96398 2.94695
C 3.35820 0.37701 2.79798
N 0.46734 1.84507 -0.24843
C -2.51544 3.71840 -1.13713
C -2.11329 4.93657 -0.61310
C -3.03311 5.88686 -0.17818
C -4.39030 5.62516 -0.26093
O -5.37283 6.48023 0.17430
C -4.94657 7.68983 0.74795
C -4.81579 4.41972 -0.80754
C -3.88981 3.49058 -1.23734
H -3.93717 -8.84733 -2.98472
H -4.94829 -9.05390 -4.43228
H -5.32030 -7.76483 -3.26405
H -2.26721 -5.78043 -5.74330
H -1.03234 -3.88436 -4.72643
H -2.49918 -5.01266 -0.89042
H -3.70513 -6.89256 -1.87233
H -2.90631 -2.18168 -3.99387
H -3.56396 0.39983 -3.47656
H 0.45776 4.61017 -2.06955
H 2.69473 4.29737 -0.56572
H 1.99400 4.47612 2.07695
H 3.51430 6.08898 3.11351
H 6.53418 7.22334 4.66556
H 4.93942 6.46335 4.88309
H 5.23526 7.54594 3.50060
H 6.80714 3.47250 2.34159
H 5.24955 1.83857 1.32104
H 4.29346 -4.24291 0.85010
H 5.52740 -5.97307 2.15123
H 5.11009 -8.17053 5.89456
H 3.48484 -7.80348 5.26758
H 4.25090 -6.72547 6.45910
H 2.95653 -5.26340 5.49005
H 1.73364 -3.57791 4.18630
H 1.75930 -5.48185 0.77714
H 0.07909 -5.67575 -1.26993
H 3.70924 -1.59069 3.68876
H 3.91321 1.05404 3.42567
H -1.06000 5.14954 -0.50580
H -2.66656 6.81574 0.23930
H -5.84779 8.23290 1.02688
H -4.37071 8.29326 0.03817
H -4.33971 7.52228 1.64372
H -5.88005 4.22609 -0.86339
H -4.22966 2.54759 -1.64867
C -3.30870 0.48083 2.85397
C -3.60987 -0.37951 1.80630
C -3.21057 -0.09015 0.51553
C -2.47142 1.07039 0.21265
C -2.17452 1.92734 1.28237
C -2.59070 1.63078 2.57048
N -2.15387 1.32697 -1.13003
C -1.44012 2.60199 -3.12178
C -0.46171 1.79757 -3.71446
C -0.27905 1.81040 -5.08574
C -1.05960 2.62832 -5.89387
C -2.02320 3.43659 -5.31471
C -2.21074 3.42395 -3.93590
H -3.61472 0.25156 3.86783
H -4.16328 -1.29319 1.99094
H -3.47376 -0.77188 -0.28221
H -1.58116 2.81081 1.12833
H -2.32920 2.31558 3.36975
H 0.18613 1.17093 -3.10172
H 0.49272 1.18396 -5.51611
H -0.91145 2.64448 -6.96818
H -2.63765 4.08579 -5.92911
H -2.96588 4.06867 -3.50606
S 2.03826 -0.27601 -2.13696
```

Entry 3:
The following is a quantum chemistry calculation of a molecular structure, C60H50I2N3O4PSe2TaTe, from the OMol25 dataset.

Results
Frontier orbital gap: 6.2 eV
Charge: +1
Energy relative to the best compared isomer or geometry (same formula, charge and spin): 134.3 kcal per mole
Highest occupied orbital energy: -9.68 eV
Spin multiplicity: 1

Structure (XYZ):
```
124
C60H50I2N3O4PSe2TaTe wB97M-V/def2-TZVPD
Ta -1.06279 0.40971 -1.68755
I -5.23939 -2.18187 0.22406
C -4.11768 -2.61071 -1.46360
C -4.48914 -3.71263 -2.26639
C -3.77716 -4.05217 -3.38209
I -4.38241 -5.70011 -4.48934
C -2.63580 -3.28525 -3.75418
C -1.81237 -3.54113 -4.87351
C -0.74574 -2.72998 -5.11805
C -0.47817 -1.64824 -4.26035
N -1.21057 -1.37810 -3.19841
C -2.28614 -2.19206 -2.94801
C -3.02410 -1.84649 -1.78103
O -2.59277 -0.82375 -1.08342
H -5.35160 -4.29806 -1.97877
H -2.03586 -4.38014 -5.51895
H -0.08846 -2.89807 -5.95962
H 0.35095 -0.99084 -4.45888
C 0.15986 2.35629 5.40163
C -0.04139 2.13570 3.92731
C 1.00442 2.22345 3.02208
C 0.81083 1.98288 1.66809
C 1.91558 2.26506 0.67647
O 1.94721 3.37334 0.18288
C 2.92837 1.23385 0.36223
C 2.88855 0.06735 1.03173
C 3.76785 -1.08329 0.84167
C 4.73112 -1.19291 -0.08173
C 5.18801 -0.13154 -1.03776
C 3.94216 1.60404 -0.67576
C -0.45515 1.65506 1.19773
O -0.58533 1.36206 -0.10506
C -1.56108 1.65217 2.07022
C -1.31109 1.86140 3.42932
C -2.97185 1.55948 1.60824
N -3.26376 1.46934 0.37124
C -4.66435 1.53513 -0.01663
C -4.77709 1.54085 -1.53122
Te -4.08783 3.23111 -2.60281
C -2.73379 4.08308 -1.28676
C -3.13913 4.47457 -0.01801
C -2.19735 5.01404 0.84516
C -0.87935 5.15279 0.43561
C -0.49784 4.79370 -0.84884
C -1.42993 4.27254 -1.73143
C -4.03863 1.65457 2.65934
C -4.43265 2.88272 3.17756
C -5.45398 2.94542 4.11544
C -6.07629 1.78146 4.54483
C -5.67871 0.55318 4.03493
C -4.66439 0.48922 3.08976
H 1.19880 2.58930 5.63377
H -0.12289 1.47098 5.97479
H -0.45209 3.18477 5.76221
H 1.99892 2.48378 3.37065
H 2.11475 -0.06072 1.77877
H 3.58014 -1.92814 1.49568
H 5.28332 -2.12703 -0.10907
H 6.02872 -0.47287 -1.63757
H 3.80015 2.63472 -0.98694
H -2.13939 1.83694 4.12485
H -5.16737 2.39374 0.43993
H -5.21012 0.65012 0.32797
H -5.80466 1.39511 -1.86585
H -4.13469 0.76390 -1.95161
H -4.16103 4.34298 0.31994
H -2.48943 5.30988 1.84464
H -0.13674 5.53607 1.12123
H 0.53429 4.88800 -1.15494
H -1.12717 3.97434 -2.72580
H -3.92672 3.78734 2.85791
H -5.75775 3.90305 4.51786
H -6.86867 1.83256 5.27981
H -6.15689 -0.35584 4.37632
H -4.34994 -0.46598 2.68324
Se 1.08132 1.00720 -3.01118
P 2.57014 -0.46890 -2.16671
Se 0.22248 -1.92697 -0.57592
C 3.11742 -1.44269 -3.61684
C 3.02778 -1.06109 -4.95493
C 3.47994 -1.90030 -5.96175
C 4.03621 -3.13349 -5.64488
C 4.12498 -3.52999 -4.31895
C 3.65737 -2.69359 -3.31408
C 4.05087 0.58716 -1.85835
C 4.57398 1.27401 -3.09110
C 5.65432 2.05153 -3.19392
C 6.58213 2.42743 -2.12579
C 6.46775 2.08261 -0.84344
C 5.39311 1.21553 -0.27187
H 2.58307 -0.10678 -5.21522
H 3.40635 -1.58916 -6.99624
H 4.39381 -3.78569 -6.43116
H 4.54539 -4.49514 -4.06715
H 3.70119 -3.02211 -2.28052
H 3.98675 1.15370 -3.99317
H 5.86245 2.47380 -4.17034
H 7.41962 3.05093 -2.41449
H 7.22399 2.43654 -0.15195
H 5.53969 1.08897 0.79944
O -2.82742 2.20435 -3.65729
N -2.06856 1.43189 -2.81526
C -0.19072 -4.43298 1.28905
C -0.37994 -3.10033 2.00970
C -1.67877 -3.14490 2.83072
C -0.50386 -1.96775 1.01730
C 0.80815 -2.75837 2.92711
C 1.79575 -3.69690 3.21159
C 2.85408 -3.38520 4.05585
C 2.94447 -2.12941 4.63167
C 1.96261 -1.18636 4.36129
C 0.90541 -1.49791 3.52046
H -0.99162 -4.57378 0.56138
H -0.23780 -5.25492 2.00381
H 0.75904 -4.49065 0.75775
H -2.53006 -3.36760 2.18516
H -1.85988 -2.18950 3.32824
H -1.60693 -3.91789 3.59649
H -1.05599 -1.09334 1.35594
H 1.75439 -4.68236 2.76992
H 3.60836 -4.13359 4.26252
H 3.76874 -1.88806 5.28990
H 2.02096 -0.20214 4.80645
H 0.15017 -0.74099 3.33368
```

Entry 4:
The following is a quantum chemistry calculation of a molecular structure, C60H51CoNO2PS2, from the OMol25 dataset.

Results
<S²>: 6.28
Frontier orbital gap (alpha / beta): 6.8 / 6.4 eV
Charge: 0
Energy relative to the best compared isomer or geometry (same formula, charge and spin): 7.9 kcal per mole
Highest occupied orbital energy (alpha / beta): -6.84 / -6.96 eV
Spin multiplicity: 5

Structure (XYZ):
```
118
C60H51CoNO2PS2 wB97M-V/def2-TZVPD
Co 1.45632 -1.10844 -0.83731
C 5.71472 3.20376 -0.58944
C 5.04155 2.70028 -1.69506
C 4.50398 1.42249 -1.65085
C 4.63595 0.63549 -0.51301
C 5.31196 1.14484 0.58956
C 5.84928 2.42467 0.55106
P 3.91782 -1.04039 -0.49482
C 5.35708 -2.07896 -0.97954
C 6.35638 -1.52243 -1.78113
C 7.38656 -2.30399 -2.28597
C 7.44204 -3.65993 -2.00207
C 6.45349 -4.22843 -1.21166
C 5.42110 -3.44832 -0.71247
C 3.53880 -1.36227 1.25795
C 4.30210 -2.20276 2.00897
C 3.84350 -2.71053 3.26771
C 2.64976 -2.32980 3.76147
C 1.84293 -1.33512 3.09368
C 0.77264 -0.79419 3.73712
C 0.07197 0.41774 3.24196
C 0.24533 0.65933 1.72519
C 1.44793 0.03417 1.06346
C 2.27261 -0.87054 1.77474
H 6.12788 4.20397 -0.61499
H 4.92531 3.30473 -2.58628
H 3.97352 1.03003 -2.50929
H 5.41117 0.54422 1.48601
H 6.36895 2.81428 1.41714
H 6.34698 -0.46550 -2.00937
H 8.15047 -1.84367 -2.89999
H 8.24745 -4.26855 -2.39295
H 6.47984 -5.28602 -0.98141
H 4.65889 -3.92299 -0.10435
H 5.26292 -2.52988 1.63862
H 4.46296 -3.41132 3.81305
H 2.29557 -2.71438 4.71108
H 0.52139 -1.16048 4.72838
H 0.34600 1.26552 3.87867
H 0.29227 1.72160 1.48267
C -5.40649 -4.55204 0.76341
C -4.64871 -3.31786 0.35360
C -5.22288 -2.05016 0.47918
C -4.54274 -0.91091 0.08597
C -3.26340 -1.04234 -0.43633
C -2.68628 -2.28424 -0.59749
C -3.37413 -3.42025 -0.19134
S -2.37238 0.39848 -1.01344
O -3.37013 1.25033 -1.70951
C -2.06956 1.04154 0.62740
C -1.22124 0.16837 1.50211
C -1.46983 0.32122 3.03016
C -2.10528 1.63013 3.41958
C -2.25490 1.92604 4.77001
C -2.66169 3.18347 5.18754
C -2.91016 4.17035 4.24188
C -2.80173 3.87329 2.89419
C -2.42699 2.59865 2.46590
C -2.50824 2.22989 1.02792
C -3.10331 3.24255 0.11464
C -4.50278 3.51929 0.16827
C -5.37094 2.81785 1.04417
C -6.71114 3.07706 1.06035
C -7.26042 4.05673 0.20145
C -6.44696 4.75298 -0.64420
C -5.05185 4.50366 -0.67973
C -4.18747 5.22749 -1.54584
C -2.85092 4.97392 -1.54948
C -2.30187 3.96144 -0.71828
S -0.55086 3.67838 -0.73970
O 1.83776 0.60608 -0.06504
C -0.27729 2.95472 -2.33827
C -1.22556 2.86112 -3.34385
C -0.89741 2.25553 -4.55222
C 0.36790 1.74062 -4.78963
C 0.72008 1.08342 -6.09798
C 1.31331 1.85569 -3.76971
C 1.00637 2.45337 -2.55947
H -6.22276 -4.30928 1.44299
H -4.75290 -5.27097 1.25825
H -5.83764 -5.04784 -0.10893
H -6.22194 -1.95957 0.89101
H -4.99935 0.06857 0.15850
H -1.70185 -2.34969 -1.03919
H -2.91293 -4.39525 -0.30790
H -1.23804 -0.87911 1.19275
H -1.95666 -0.51844 3.52898
H -2.02193 1.16037 5.50326
H -2.76969 3.39650 6.24362
H -3.20418 5.16527 4.55074
H -3.03029 4.63590 2.15859
H -4.95965 2.07034 1.71252
H -7.35812 2.52984 1.73485
H -8.32455 4.25548 0.22208
H -6.85591 5.50939 -1.30420
H -4.60458 5.99144 -2.19170
H -2.18084 5.52755 -2.19571
H -2.23285 3.21524 -3.18578
H -1.65959 2.17599 -5.31968
H -0.15119 1.01146 -6.74898
H 1.10648 0.07393 -5.94237
H 1.48875 1.64853 -6.63003
H 2.31199 1.46359 -3.93262
H 1.74451 2.51217 -1.77415
C -0.01582 -4.93579 -1.58075
C 0.83523 -4.13125 -0.58891
C 0.23791 -4.17492 0.82424
C 2.24192 -4.75039 -0.53462
N 0.96643 -2.76593 -1.00073
H -0.20527 -5.94162 -1.19763
H 0.50807 -5.02629 -2.53454
H -0.97244 -4.45456 -1.77901
H 0.13213 -5.21089 1.15735
H -0.74127 -3.70266 0.86504
H 0.89471 -3.64918 1.52192
H 2.18218 -5.82589 -0.34736
H 2.81225 -4.28829 0.27988
H 2.77242 -4.58780 -1.47456
```